A molecular structure, C5H9Cl2CoO4 at a distorted geometry. Source: the Open Molecules 2025 dataset; level of theory: ωB97M-V with the def2-TZVPD basis set.

Structure (ORCA input):
```
! RIJCOSX wB97M-V def2-TZVPD def2/J DEFGRID3
* xyz -1 2
Co 0.38709 -0.17660 -0.30912
Cl -1.26180 0.74159 -2.07936
Cl -2.82226 1.84927 0.16583
O 1.07953 1.36730 0.73074
O -1.84153 -1.46775 0.55818
O 0.34210 3.25607 -0.24571
O 0.99946 -1.37393 -1.56378
C -0.72407 -1.05571 0.82216
C 1.01449 2.62048 0.56272
C -0.12531 -1.32283 2.21075
C 1.76125 -2.48400 -1.26966
C -2.14609 2.14195 -1.43734
H 1.68654 3.19028 1.24951
H 1.19164 -3.25844 -0.72604
H 2.65102 -2.25755 -0.65232
H -0.16443 -0.39098 2.77856
H 2.13400 -2.95941 -2.19337
H -1.42935 2.95243 -1.35408
H -0.68605 -2.09925 2.73704
H 0.92731 -1.59901 2.12933
H -2.97354 2.32609 -2.11403
*
```

## Properties
**Energy relative to the best compared isomer or geometry (same formula, charge and spin)**: 0.0 kJ/mol
**Largest force on an atom**: 0.022 Eh/bohr
**Molar mass**: 262.962 Da
**Expectation value of S²**: 0.825

3 unconnected molecules or ions with the total composition C5H9Cl2NO2 at a distorted geometry. Source: the Open Molecules 2025 dataset; level of theory: ωB97M-V with the def2-TZVPD basis set.

Structure (ORCA input):
```
! RIJCOSX wB97M-V def2-TZVPD def2/J DEFGRID3
* xyz 0 1
Cl -3.26050 -0.05333 0.30160
Cl -1.92085 -2.09967 1.85880
O -4.02882 -3.50531 -0.62167
O -2.77028 -2.96686 -2.45629
N -0.26169 0.14952 0.25914
C -1.89351 -1.19017 0.37637
C 0.95940 -0.45594 0.90279
C -3.39437 -3.23283 -1.53453
C -0.36355 1.43745 0.73417
C -0.04151 0.05309 -1.15798
H -0.04547 -1.00984 -1.44778
H 1.87765 0.13023 0.76743
H 0.87634 0.50038 -1.61353
H 1.05659 -1.38962 0.35734
H -0.04856 1.28923 1.77700
H 0.38012 2.20262 0.42644
H -1.31147 1.93363 0.49315
H 0.77124 -0.43236 2.02683
H -0.96060 0.39152 -1.81910
*
```

## Properties
**Energy relative to the best compared isomer or geometry (same formula, charge and spin)**: 68.6 kJ/mol
**Largest force on an atom**: 0.081 Eh/bohr
**Molar mass**: 186.038 Da

A molecular structure, C5H9ClF2O2 at a distorted geometry. Source: the Open Molecules 2025 dataset; level of theory: ωB97M-V with the def2-TZVPD basis set.

Structure (ORCA input):
```
! RIJCOSX wB97M-V def2-TZVPD def2/J DEFGRID3
* xyz 0 1
Cl -0.94811 1.78163 -0.63096
F 0.23089 -1.97938 0.02277
F -1.10384 -1.04175 -1.37832
O -2.09192 -0.45819 1.74817
O -1.89326 -2.62790 1.17133
C 0.89907 0.81766 1.34489
C 1.47761 0.58754 -1.14567
C -0.69530 -1.03221 -0.08592
C 0.37260 0.66669 -0.05511
C -1.97623 -1.37642 0.72193
H -2.66017 -0.79554 2.46121
H 2.19678 1.34636 -0.82853
H 1.01348 0.83321 -2.12471
H -1.33485 -2.77836 1.90594
H 1.37768 1.85923 1.47569
H -2.86063 -1.51412 0.06793
H 1.69831 0.09963 1.59281
H 0.09510 0.85750 2.10486
H 2.03241 -0.40865 -1.01397
*
```

## Properties
**Energy relative to the best compared isomer or geometry (same formula, charge and spin)**: 0.0 kJ/mol
**Largest force on an atom**: 0.080 Eh/bohr
**Molar mass**: 174.574 Da

C5H9ClFN in the gas phase at a distorted geometry. Source: the Open Molecules 2025 dataset; level of theory: ωB97M-V with the def2-TZVPD basis set.

Structure (ORCA input):
```
! RIJCOSX wB97M-V def2-TZVPD def2/J DEFGRID3
* xyz 0 1
Cl 2.23945 -0.35400 -0.45036
F 0.60277 -0.16856 1.57559
N -1.10138 2.14030 -0.21549
C -1.91378 -0.93799 0.59923
C -1.20637 -1.65625 -0.50840
C -0.49626 0.82978 -0.47388
C 0.89903 0.48930 0.29728
C -1.56593 -0.21542 -0.59687
H -0.42514 2.80424 -0.02631
H -2.54948 0.17436 -1.21287
H 1.31166 1.53497 0.63422
H -0.14294 -2.00078 -0.34371
H -1.72914 2.08602 0.68324
H -1.97116 -2.19537 -1.26787
H -0.15469 1.07062 -1.56038
H -1.34231 -0.78910 1.53569
H -3.08287 -1.18853 0.63812
*
```

## Properties
**Energy relative to the best compared isomer or geometry (same formula, charge and spin)**: 266.7 kJ/mol
**SMILES**: N[C@H](C1CC1)[C@@H](F)Cl
**Largest force on an atom**: 0.095 Eh/bohr
**Molar mass**: 137.585 Da